Entry from the OMol25 dataset: a single C20H29N3O2S molecule in a non-equilibrium geometry (ωB97M-V/def2-TZVPD).

Output
Gap between HOMO and LUMO   0.31989 hartree
SMILES   CCCCCSc1nc(N2CCOCC2)c2c(c1C#N)CC(C)(C)OC2
Energy above the lowest of the compared OMol25 structures with the same formula, charge and spin   177.8 kJ/mol
DFT total energy   -40611.186 eV

ORCA input file:
```
! RIJCOSX wB97M-V def2-TZVPD def2/J DEFGRID3
* xyz 0 1
C 4.60 0.14 -1.21
C 5.05 -1.31 -1.17
C 4.31 -2.14 -0.12
C 2.83 -2.32 -0.44
C 2.15 -3.14 0.64
S 0.33 -3.23 0.43
C -0.27 -1.58 0.50
N -1.47 -1.51 -0.04
C -2.15 -0.37 -0.13
N -3.39 -0.44 -0.69
C -4.52 0.25 -0.10
C -5.22 -0.67 0.91
O -5.63 -1.88 0.32
C -4.53 -2.57 -0.23
C -3.81 -1.71 -1.27
C -1.54 0.84 0.26
C -0.31 0.78 0.90
C 0.35 -0.46 1.08
C 1.54 -0.46 1.81
N 2.51 -0.39 2.44
C 0.27 2.09 1.31
C 0.28 3.05 0.11
C 1.39 2.64 -0.87
C 0.50 4.49 0.59
O -0.95 3.00 -0.62
C -2.00 2.23 -0.07
H 3.58 0.23 -1.58
H 5.25 0.72 -1.87
H 4.64 0.58 -0.21
H 4.91 -1.77 -2.15
H 6.12 -1.35 -0.94
H 4.78 -3.12 -0.04
H 4.40 -1.64 0.85
H 2.71 -2.82 -1.40
H 2.35 -1.34 -0.51
H 2.46 -4.19 0.60
H 2.36 -2.75 1.64
H -4.20 1.16 0.41
H -5.22 0.51 -0.90
H -6.12 -0.20 1.30
H -4.52 -0.88 1.75
H -4.93 -3.47 -0.69
H -3.81 -2.85 0.56
H -2.93 -2.23 -1.65
H -4.49 -1.48 -2.09
H -0.34 2.52 2.11
H 1.29 1.97 1.69
H 2.36 2.73 -0.40
H 1.35 3.28 -1.75
H 1.24 1.61 -1.19
H 1.43 4.56 1.14
H 0.53 5.16 -0.26
H -0.32 4.79 1.24
H -2.76 2.22 -0.85
H -2.41 2.73 0.83
*
```

Mulliken atomic charge list, values in e, 6 entries:
1. C -1.04
2. C -0.62
3. C -0.63
4. C 0.18
5. C -0.96
6. S -0.17